Molecular formula: C6H35NO12
Method: DFT, ωB97M-V/def2-TZVPD

Structure (XYZ):
```
54
Properties=species:S:1:pos:R:3:forces:R:3:mulliken_charge:R:1
O 4.730680 0.911964 -0.720413 -0.2 -0.4 -1.1 -0.628
O 3.612874 -1.937474 -1.870636 0.9 -0.4 0.4 -0.615
O -1.268339 0.727575 -2.571686 -0.2 0.5 0.3 -0.654
O -2.244826 -3.365997 -1.823007 -0.3 0.0 -0.4 -0.593
O -3.431737 -2.525106 0.478913 0.3 0.2 1.1 -0.623
O -0.881861 -2.503210 3.602391 0.0 -0.3 -0.4 -0.596
O 1.478841 -4.130592 2.322180 -0.1 0.0 -0.1 -0.627
O 1.046986 -0.790443 -1.796748 1.0 -0.2 0.3 -0.499
O -3.026172 1.466440 3.136211 -0.2 0.1 0.1 -0.666
O -0.393634 -2.347233 0.602332 -0.8 -0.3 0.1 -0.554
O 0.232194 0.151336 1.600969 0.0 0.3 0.0 -0.527
O 3.825559 -3.847936 -0.120254 -0.1 -0.3 0.7 -0.644
N -1.108907 1.663854 -0.525437 -1.0 1.6 -0.6 0.216
C 1.048297 4.514083 -0.393413 -0.9 0.1 1.0 -0.469
C -1.057162 3.035289 0.072567 0.3 -1.1 -1.6 -1.065
C -3.005746 2.234619 -2.005928 -0.8 0.3 -0.2 -1.231
C 1.014556 4.980695 1.071629 0.4 -1.0 -0.2 -1.187
C -0.348335 4.022187 -0.883986 1.5 0.4 0.3 -0.517
C -1.709947 1.541234 -1.762235 0.7 -1.8 -0.4 0.837
H -0.118274 3.533995 -1.831785 -0.5 -0.1 -0.2 0.288
H 1.117218 -4.885750 1.848930 0.0 -0.2 0.1 0.308
H 2.255070 -3.898534 1.796918 0.0 0.0 0.0 0.297
H -3.440864 2.058352 -2.987378 0.7 -0.3 -0.3 0.379
H -0.219939 1.195937 -0.470404 0.0 -0.2 0.3 0.038
H 4.432253 1.760625 -0.399488 0.2 -0.1 0.7 0.319
H -2.741361 0.550337 3.086467 0.1 -0.1 -0.1 0.309
H 0.476495 -0.045028 -1.619120 -0.5 -0.1 -0.6 0.274
H -0.409836 -3.253586 0.933424 0.6 0.0 0.2 0.285
H -3.748943 1.780876 -1.343930 0.1 0.6 0.4 0.271
H 0.804051 4.140498 1.732896 -0.3 0.1 0.1 0.303
H -3.910784 -3.264182 0.104044 -0.1 0.2 -0.4 0.298
H 4.030121 -3.697222 -1.043901 0.1 -0.1 -0.2 0.336
H -1.208585 -2.032454 1.028933 -0.2 0.0 -0.3 0.211
H -3.646931 -1.715084 0.013616 -0.2 -0.2 -0.4 0.308
H -2.926553 3.317575 -1.928572 -0.2 0.0 0.5 0.268
H 5.143390 0.350189 -0.063811 -0.1 0.5 0.4 0.310
H 1.171701 0.191832 1.797061 0.0 -0.1 0.0 0.292
H 1.772153 3.703383 -0.494389 0.1 0.1 -0.1 0.191
H 0.541453 -1.400644 -2.337557 -0.3 0.2 0.0 0.230
H 3.452745 -2.294896 -2.742670 -0.4 0.7 -0.2 0.264
H 1.370722 5.391097 -0.950517 0.1 -0.3 -0.5 0.357
H -0.806691 -1.936076 4.363422 0.0 0.3 0.4 0.300
H -0.497466 2.809909 0.970496 -0.3 0.7 0.5 0.506
H 3.473629 -2.973329 0.070306 0.0 0.1 0.0 0.360
H -1.664915 -3.408597 -1.056702 0.1 0.0 0.0 0.334
H -2.077004 3.391295 0.177434 0.0 -0.2 0.8 0.363
H 3.233995 -1.067304 -1.717018 -0.5 0.0 -0.7 0.311
H -2.476513 1.935664 2.503282 0.1 -0.1 -0.1 0.344
H -2.161567 -4.172099 -2.338096 0.3 -0.1 0.1 0.277
H 2.019347 5.266510 1.376217 -0.1 0.6 0.0 0.397
H 0.067146 -0.769627 1.333049 0.4 0.1 0.0 0.319
H -0.942147 4.912055 -1.096566 -0.2 -0.1 0.1 0.396
H 0.257230 5.749103 1.209066 0.2 0.2 0.2 0.295
H -0.028026 -2.948422 3.527189 0.1 0.0 -0.1 0.302
```
Positions in Å, forces in eV/Å.

## Properties
Relative energy (zero: lowest compared OMol25 entry of this formula, charge and spin) (kcal per mole): 81.6
Electronic energy (eV): -32850.06410
HOMO level (Eh): -0.3523
SMILES: CCCCNC(C)=O.O.O.O.O.O.O.O.O.O.O.O
Strongest force on any atom (hartree/bohr): 0.03879



Molecular formula: C5H7ClN2
Method: DFT, ωB97M-V/def2-TZVPD

Structure (XYZ):
```
15
Properties=species:S:1:pos:R:3:forces:R:3:mulliken_charge:R:1
Cl -3.295856 -0.239761 -0.309795 0.0 0.1 0.0 -0.206
N 1.656386 0.906179 -0.465791 -0.2 0.0 0.1 -0.594
N 1.022948 -1.346886 -0.070006 -0.1 0.7 0.0 -0.210
C -1.906624 0.789194 -0.173984 0.1 1.2 -0.2 -0.415
C -0.334524 -1.065480 0.383629 -0.1 -0.6 0.7 -0.532
C 1.827208 -0.348667 -0.561021 -0.1 -0.1 0.2 -0.013
C -0.687271 0.362939 0.128269 -0.2 0.1 0.0 0.327
C 0.459408 1.324370 0.262673 -0.1 0.5 -0.3 -0.554
H -1.038089 -1.727738 -0.132873 0.1 0.1 0.2 0.425
H 2.717088 -0.718588 -1.047586 0.2 -0.1 -0.2 0.384
H -2.108608 1.876615 -0.367474 0.1 -1.3 0.2 0.302
H 0.144090 2.327865 -0.084380 0.3 -0.5 0.2 0.374
H -0.398845 -1.288910 1.481260 -0.1 0.2 -0.7 0.216
H 0.711786 1.422730 1.323971 0.0 0.0 0.1 0.257
H 1.230902 -2.273865 -0.366892 0.0 -0.4 -0.1 0.241
```
Positions in Å, forces in eV/Å.

## Properties
Relative energy (zero: lowest compared OMol25 entry of this formula, charge and spin) (kcal per mole): 19.8
Electronic energy (eV): -20800.40855
HOMO level (Eh): -0.3282
SMILES: Cl/C=C1/CN=CNC1
Strongest force on any atom (hartree/bohr): 0.02612



Molecular formula: C17H33Li2O7
Method: DFT, ωB97M-V/def2-TZVPD

Structure (XYZ):
```
59
Properties=species:S:1:pos:R:3:forces:R:3:mulliken_charge:R:1
O -2.694893 -1.959089 -0.661059 0.4 0.3 0.2 -0.294
O 1.052437 4.453071 0.881331 0.3 0.2 0.8 -0.399
O 2.467137 -1.887469 0.093621 3.0 -4.1 -0.7 -0.827
O 0.077437 -0.040699 4.314721 -0.9 -2.6 -1.0 -0.514
O -0.285743 -3.383859 -1.840579 -1.1 0.5 1.6 -0.302
O 0.888607 -0.776629 0.962481 -1.8 0.2 2.0 -0.626
O 2.204387 0.191191 -0.549259 0.0 -0.4 -0.1 -0.288
C 1.606727 5.129201 -1.250619 0.6 0.3 -0.7 -0.799
C 0.900177 -4.307199 -3.678469 0.3 2.3 0.2 -0.570
C 0.998337 1.830211 3.432251 -1.7 1.0 -2.3 0.248
C -0.571263 -4.447199 -3.785199 -1.0 -1.2 -2.3 -0.721
C -1.228303 -4.272229 -2.461349 1.2 -0.1 -0.2 -0.141
C -2.457733 -0.590369 -0.302969 -1.4 -0.2 -0.5 0.114
C 0.433037 5.046521 -0.271719 1.6 -0.7 -1.7 -0.355
C 1.416647 -0.096119 4.721571 0.1 -0.7 0.8 -0.263
C -4.647943 -0.858549 -1.306409 -1.2 0.7 1.1 -0.467
C 2.494487 3.907241 -0.875749 -0.8 1.3 -0.8 -0.398
C -3.900913 0.010701 -0.253439 1.4 0.7 -1.1 -0.579
C -0.207253 1.292441 4.106331 -2.5 1.5 0.1 -0.717
C 2.056557 1.141171 4.139401 2.5 0.2 1.5 -0.633
C 0.931297 -3.204769 -2.547469 0.1 -2.7 0.3 -0.202
C 1.859367 -0.846539 0.164061 -5.7 1.1 4.9 0.651
C 2.451877 4.053821 0.606371 -1.2 0.0 -0.1 -0.109
C -3.708953 -1.932159 -1.683849 0.7 -1.6 1.0 -0.530
Li -0.166623 -1.437009 2.569321 0.2 1.6 -0.4 0.839
Li 1.774907 -3.354559 1.436171 0.5 0.9 -1.4 0.866
H -2.237943 -3.900699 -2.636479 0.2 0.6 0.6 0.001
H 2.319677 1.748121 5.005701 0.6 0.1 -0.1 0.324
H 3.184207 4.809511 0.890491 -0.3 0.3 0.4 0.273
H 1.804257 -1.070579 4.424461 0.4 0.0 0.0 0.128
H 1.961947 3.025801 -1.232909 0.5 -0.3 0.1 0.094
H -0.303163 4.384321 -0.727359 -0.2 -0.4 0.4 0.261
H 0.961827 1.462461 2.406811 0.0 0.2 -0.3 -0.226
H 1.076247 2.916851 3.396811 0.0 -0.1 0.1 0.421
H 3.514437 4.027821 -1.240799 -0.1 -0.4 -0.3 0.400
H -1.336293 -5.191049 -1.884979 0.2 -0.1 0.2 0.276
H 1.721977 -3.530369 -1.871519 0.3 0.9 0.2 0.124
H -4.197043 0.061531 0.794331 -0.7 -0.7 -0.2 0.320
H -1.175493 1.280511 3.605861 0.2 0.5 -0.6 0.357
H 2.699547 3.127541 1.124801 -0.4 0.0 0.3 0.069
H -3.349003 -1.850109 -2.709419 0.5 0.1 0.1 0.284
H -3.879693 1.057961 -0.554929 0.0 0.1 -0.2 0.298
H -0.044403 6.026051 -0.246119 0.2 0.1 1.3 0.303
H -4.212993 -2.886009 -1.528229 0.2 -0.2 -0.6 0.344
H -0.947733 -3.651319 -4.427809 -0.1 -0.2 -0.3 0.277
H 2.917837 1.028031 3.480991 0.2 -0.4 0.4 0.342
H 0.974857 -2.158969 -2.851609 0.4 -0.2 -0.4 0.283
H 1.327777 -0.050429 5.806981 0.8 -0.1 0.2 0.300
H -2.024133 -0.441969 0.686001 0.4 -0.6 -0.1 -0.267
H -4.981523 -0.345299 -2.208299 -0.2 0.4 0.4 0.325
H 2.758497 -0.543879 -0.821709 3.6 1.3 -3.9 0.291
H 1.333457 5.229201 -2.301059 -0.3 -0.6 -0.1 0.397
H 2.170297 6.052571 -1.116959 0.2 0.1 0.5 0.286
H 1.352827 -5.291499 -3.558639 0.5 0.4 0.8 0.343
H -0.741413 -5.421189 -4.244009 -0.7 0.1 -0.2 0.402
H 1.331217 -3.810509 -4.547719 0.0 -0.5 -0.3 0.284
H -1.797673 -0.193829 -1.074449 0.0 0.5 0.1 0.241
H -5.485623 -1.371969 -0.834409 -0.3 0.5 -0.1 0.193
H -0.440543 1.810281 5.036661 0.4 0.0 0.5 0.267
```
Positions in Å, forces in eV/Å.

## Properties
Relative energy (zero: lowest compared OMol25 entry of this formula, charge and spin) (kcal per mole): 103.1
Electronic energy (eV): -32898.66100
Charge: +1
HOMO level (Eh): -0.4231
Strongest force on any atom (hartree/bohr): 0.14711